{"formula": "C4H4MgO5", "method": "the ωB97M-V functional and the def2-TZVPD basis", "charge": -1, "e_above_lowest_kcal_mol": 5.7, "homo_ev": [-2.52, -4.50], "e_tot_ha": -731.16012, "s2": 0.75, "max_force_ev_per_a": 3.32, "multiplicity": 2, "symbols": ["O", "C", "O", "O", "C", "H", "C", "H", "H", "H", "C", "O", "O", "Mg"], "coordinates": [[0.92, -1.38, 2.15], [-0.22, -1.44, 1.80], [-1.31, -1.75, 2.21], [-0.52, -0.47, 0.07], [0.05, 0.88, 0.15], [0.10, 1.12, 1.23], [1.48, 0.84, -0.37], [2.10, 0.05, 0.11], [1.53, 0.66, -1.46], [1.97, 1.81, -0.17], [-1.43, -0.79, -1.34], [-1.96, 0.24, -1.76], [-1.35, -1.93, -1.73], [-1.38, 2.16, -0.89]], "mulliken_charge": [-0.472, 0.785, -0.503, -0.384, -0.209, 0.300, -1.160, 0.261, 0.259, 0.357, 0.691, -0.587, -0.564, 0.226]}


{"formula": "C4H4N2", "method": "the ωB97M-V functional and the def2-TZVPD basis", "e_above_lowest_kcal_mol": 5.1, "smiles": "c1cnccn1", "homo_ev": -9.77, "e_tot_ha": -264.31837, "max_force_ev_per_a": 1.21, "symbols": ["C", "C", "N", "C", "C", "N", "H", "H", "H", "H"], "coordinates": [[-1.21, 0.55, 0.00], [-1.03, -0.82, 0.00], [0.18, -1.38, -0.03], [1.21, -0.55, 0.00], [1.03, 0.82, -0.02], [-0.17, 1.40, -0.02], [-2.23, 1.01, 0.00], [-1.90, -1.49, 0.01], [2.20, -1.02, 0.07], [1.92, 1.48, -0.01]], "mulliken_charge": [-0.051, -0.092, -0.532, -0.061, -0.077, -0.528, 0.317, 0.345, 0.342, 0.337]}


{"formula": "C4H4N2", "method": "the ωB97M-V functional and the def2-TZVPD basis", "e_above_lowest_kcal_mol": 117.7, "homo_ev": [-7.27, -7.27], "e_tot_ha": -264.13883, "max_force_ev_per_a": 2.25, "symbols": ["C", "C", "N", "N", "C", "C", "H", "H", "H", "H"], "coordinates": [[-0.75, -0.94, -0.63], [-0.80, -0.01, 0.50], [-0.14, 1.85, 1.90], [0.93, 1.71, 1.67], [0.43, 0.21, -0.25], [0.62, -1.02, -0.90], [-1.56, -1.08, -1.35], [-0.67, -0.53, 1.45], [0.75, 1.17, -0.66], [1.20, -1.37, -1.73]], "mulliken_charge": [0.049, -0.606, 0.033, -0.082, 0.088, -0.571, 0.281, 0.188, 0.279, 0.342]}


{"formula": "C4H4N2", "method": "the ωB97M-V functional and the def2-TZVPD basis", "e_above_lowest_kcal_mol": 64.9, "smiles": "C#C[C@H](N)C#N", "homo_ev": -10.64, "e_tot_ha": -264.22299, "max_force_ev_per_a": 1.42, "symbols": ["C", "C", "C", "N", "C", "N", "H", "H", "H", "H"], "coordinates": [[2.32, -0.15, 0.22], [1.12, -0.25, 0.32], [-0.34, -0.17, 0.47], [-1.13, -0.99, -0.48], [-0.68, 1.20, 0.06], [-0.89, 2.02, -0.73], [3.38, -0.05, 0.10], [-0.60, -0.50, 1.48], [-1.15, -0.40, -1.32], [-2.11, -0.91, -0.18]], "mulliken_charge": [0.218, -0.859, 0.314, -0.713, 0.227, -0.455, 0.396, 0.288, 0.317, 0.268]}


{"formula": "C4H4N2", "method": "the ωB97M-V functional and the def2-TZVPD basis", "e_above_lowest_kcal_mol": 138.7, "homo_ev": [-7.56, -10.30], "e_tot_ha": -264.10541, "max_force_ev_per_a": 3.66, "symbols": ["N", "C", "C", "C", "C", "N", "H", "H", "H", "H"], "coordinates": [[-0.52, 0.97, -0.69], [0.94, -0.12, 0.13], [-0.42, 0.16, 0.53], [-1.04, -0.35, 1.56], [1.29, -1.34, -0.52], [1.56, -2.33, -1.05], [-1.07, 0.63, -1.49], [-0.43, 1.98, -0.67], [1.75, 0.57, 0.35], [-2.07, -0.17, 1.85]], "mulliken_charge": [-0.391, -0.488, 0.332, -0.495, 0.361, -0.411, 0.246, 0.235, 0.327, 0.284]}


{"formula": "C4H4N2", "method": "the ωB97M-V functional and the def2-TZVPD basis", "e_above_lowest_kcal_mol": 73.2, "smiles": "C1=CCN=CN=1", "homo_ev": [-8.80, -8.80], "e_tot_ha": -264.20984, "max_force_ev_per_a": 1.56, "symbols": ["C", "C", "C", "N", "C", "N", "H", "H", "H", "H"], "coordinates": [[0.84, 0.97, -0.61], [0.57, 0.95, 0.69], [-0.02, -0.43, 0.92], [-0.87, -0.87, -0.17], [-0.65, -0.43, -1.33], [0.57, 0.31, -1.63], [0.52, 1.75, 1.40], [-0.54, -0.52, 1.87], [0.88, -1.06, 1.03], [-1.29, -0.67, -2.18]], "mulliken_charge": [0.384, -0.513, -0.248, -0.414, -0.002, -0.503, 0.351, 0.345, 0.226, 0.374]}


Repeat the second record exactly.
{"formula": "C4H4N2", "method": "the ωB97M-V functional and the def2-TZVPD basis", "e_above_lowest_kcal_mol": 5.1, "smiles": "c1cnccn1", "homo_ev": -9.77, "e_tot_ha": -264.31837, "max_force_ev_per_a": 1.21, "symbols": ["C", "C", "N", "C", "C", "N", "H", "H", "H", "H"], "coordinates": [[-1.21, 0.55, 0.00], [-1.03, -0.82, 0.00], [0.18, -1.38, -0.03], [1.21, -0.55, 0.00], [1.03, 0.82, -0.02], [-0.17, 1.40, -0.02], [-2.23, 1.01, 0.00], [-1.90, -1.49, 0.01], [2.20, -1.02, 0.07], [1.92, 1.48, -0.01]], "mulliken_charge": [-0.051, -0.092, -0.532, -0.061, -0.077, -0.528, 0.317, 0.345, 0.342, 0.337]}


> What is the formula in the first record?

C4H4MgO5